# 1
{
  "formula": "C33H38ClF5NO3PSi2",
  "method": "ωB97M-V/def2-TZVPD",
  "elements": ["H", "C", "H", "C", "H", "P", "H", "C", "H", "F", "H", "H", "H", "H", "C", "C", "H", "C", "C", "H", "C", "C", "H", "O", "F", "C", "N", "C", "C", "H", "C", "H", "F", "C", "H", "Si", "H", "H", "C", "H", "C", "H", "C", "C", "H", "H", "H", "C", "F", "O", "H", "H", "H", "C", "C", "H", "C", "H", "H", "C", "C", "O", "Cl", "Si", "H", "C", "C", "H", "C", "H", "C", "H", "H", "H", "C", "C", "C", "H", "H", "F", "C", "C", "H", "H"],
  "xyz": [[2.680, 1.065, -0.222], [-2.091, 7.724, 1.356], [4.492, 4.790, -1.240], [2.806, -9.449, 0.952], [6.743, 1.146, -1.621], [-2.070, -0.600, 2.408], [-0.790, -0.392, -0.440], [1.972, -5.854, 1.668], [-0.523, -8.757, 0.785], [-3.796, 6.888, 2.740], [1.209, -5.277, -1.909], [-5.836, 3.713, 0.125], [-0.659, 8.639, 0.059], [-3.998, 11.082, 1.165], [1.620, -4.319, -2.203], [3.207, -8.846, -0.232], [-1.810, 3.811, 0.119], [3.502, 2.971, -0.716], [1.132, -3.801, 2.594], [1.826, -6.738, 1.064], [2.687, -1.855, -2.950], [-1.588, 8.773, 0.599], [3.534, -9.938, 1.585], [-4.953, 5.500, -0.419], [4.526, -4.323, 3.703], [-3.285, 7.916, 2.021], [-7.735, 4.919, -1.360], [5.749, 3.043, -1.482], [1.468, -9.418, 1.323], [-3.689, 3.960, -2.022], [-2.268, 9.981, 0.530], [-1.869, 10.795, -0.060], [2.356, 3.614, -0.400], [-6.496, 4.312, -1.821], [-4.539, 2.439, -1.718], [-1.211, 0.563, 0.605], [3.083, -0.883, -3.215], [-0.004, -5.100, 1.319], [0.946, -4.932, 1.811], [-3.716, 3.142, 1.421], [2.341, -3.588, 3.243], [6.607, 3.607, -1.827], [0.956, -8.204, -0.653], [0.524, -8.794, 0.518], [2.715, -5.117, -3.867], [0.336, -3.077, 2.703], [2.511, -2.717, 3.862], [2.279, -8.210, -1.047], [0.050, -7.586, -1.443], [-2.527, 1.375, 0.005], [-6.100, 4.924, -2.635], [-7.934, 4.669, -0.397], [-4.922, 9.197, 2.511], [3.545, 1.597, -0.589], [3.191, -5.655, 2.304], [2.571, -7.729, -1.971], [1.833, -1.977, -1.872], [1.151, -9.885, 2.246], [-6.702, 3.320, -2.230], [2.465, -4.229, -3.302], [-3.990, 9.102, 1.972], [-1.863, -2.178, 1.889], [-0.376, -0.513, 3.575], [-3.019, 2.952, 0.122], [0.646, -3.218, -0.607], [-4.203, 3.372, -1.255], [4.724, 0.943, -0.920], [3.659, -2.929, -4.522], [1.291, -3.182, -1.472], [-1.584, 6.771, 1.429], [2.996, -3.001, -3.669], [-2.421, -2.383, 1.116], [4.776, -0.134, -0.824], [-0.144, 1.503, 1.011], [3.344, -4.523, 3.079], [-3.464, 10.142, 1.217], [5.826, 1.661, -1.367], [4.009, -6.356, 2.209], [4.250, -8.858, -0.525], [1.520, -0.854, -1.181], [4.579, 3.716, -1.156], [-5.401, 4.183, -0.767], [-4.995, 5.626, 0.542], [-7.661, 5.929, -1.376]],
  "mulliken_charge": [0.457, -0.391, 0.426, -0.571, 0.376, 0.153, -0.145, 0.440, 0.441, -0.358, 0.353, 0.372, 0.371, 0.359, 0.208, -0.375, -0.176, 0.467, 0.164, -0.092, -0.664, -0.303, 0.405, -0.507, -0.346, 0.451, -0.610, -0.215, -0.218, 0.398, -0.567, 0.377, -0.290, -0.874, 0.388, 0.448, 0.496, 0.467, -0.802, -0.148, -0.628, 0.358, 0.337, -0.526, 0.393, 0.063, 0.450, -0.221, -0.364, 0.069, 0.365, 0.244, 0.422, -0.507, -0.825, 0.440, 0.406, 0.373, 0.337, -0.790, -0.561, -0.444, -0.225, 0.205, 0.406, -0.805, -0.292, 0.373, -0.743, 0.459, -0.280, 0.314, 0.451, -0.129, 0.528, -0.258, -0.669, 0.485, 0.374, -0.160, -0.576, 0.183, 0.312, 0.289],
  "orbital_gap_ev": 8.950,
  "homo_ev": -8.68
}

---

# 2
{
  "formula": "C33H38FN4O5S4Sn",
  "method": "ωB97M-V/def2-TZVPD",
  "elements": ["C", "C", "H", "H", "H", "C", "C", "H", "H", "H", "H", "H", "C", "C", "C", "C", "C", "C", "H", "C", "H", "C", "H", "O", "H", "H", "H", "S", "C", "C", "H", "C", "H", "C", "H", "N", "C", "H", "H", "H", "H", "C", "C", "N", "Sn", "S", "H", "C", "O", "C", "H", "N", "C", "S", "O", "H", "H", "C", "H", "H", "H", "H", "C", "H", "H", "H", "C", "C", "N", "C", "O", "C", "F", "S", "C", "C", "H", "C", "H", "H", "C", "C", "O", "H", "H", "H"],
  "xyz": [[6.130, 0.325, -3.896], [-0.564, 7.183, 6.455], [5.612, 1.148, -1.957], [-2.897, -6.201, -0.361], [-2.198, -2.223, -3.104], [-0.879, -0.452, -0.514], [-0.738, 4.299, 4.028], [-1.020, 7.944, 4.586], [0.206, 5.202, 6.639], [-4.970, 3.649, -0.679], [1.833, -8.866, -2.521], [0.895, 6.098, 5.286], [-3.906, 3.676, -0.497], [5.860, -0.642, -4.852], [3.018, -2.297, -2.929], [-2.339, -6.597, -1.208], [5.399, 0.396, -2.704], [-2.008, 1.535, 0.332], [-3.154, 7.295, 4.316], [-3.450, 3.381, 0.897], [-0.473, -8.997, -1.763], [-1.350, 2.921, 2.122], [-3.461, 7.327, 6.062], [2.419, -3.241, -3.584], [-2.825, -7.525, -1.511], [-4.016, 5.524, 0.747], [6.924, 1.037, -4.074], [-0.673, -6.916, -0.585], [-1.541, -3.058, -3.334], [1.481, -8.131, -1.797], [-3.296, 3.333, -1.320], [4.138, -1.511, -3.491], [0.906, -4.797, -4.925], [4.845, -1.589, -4.666], [-0.333, -7.643, -2.871], [-1.025, 5.369, 4.888], [-0.034, -8.006, -1.887], [-2.450, 5.205, 6.428], [1.557, 1.842, 3.495], [-3.367, -5.239, -2.567], [6.446, -0.667, -5.760], [-2.752, 7.031, 5.292], [0.038, 0.972, 1.452], [-2.232, 2.606, 1.090], [1.740, -1.570, 0.820], [0.928, -3.879, -2.743], [0.200, -2.508, -4.585], [-0.209, 2.127, 2.292], [0.138, -1.274, -0.468], [3.454, -0.804, -1.424], [0.242, 7.871, 6.696], [2.670, -1.914, -1.728], [-0.105, -2.599, -3.545], [-1.367, -4.156, -1.895], [1.075, 0.272, 1.695], [-1.919, -3.626, -4.182], [0.118, -1.684, -2.997], [-0.028, 5.892, 5.825], [-0.024, -5.772, -3.771], [-1.144, 7.002, 7.358], [4.639, -2.341, -5.415], [3.016, -5.682, -4.099], [-2.380, 5.550, 5.391], [1.967, -7.066, -4.324], [-2.463, 4.616, 2.806], [-2.353, 5.130, 0.096], [-2.358, -5.603, -2.363], [4.407, -0.538, -2.527], [-1.495, 7.849, 5.484], [-3.343, 4.776, 0.352], [-1.783, -0.598, -1.315], [0.411, 3.487, 4.165], [1.265, 3.720, 5.174], [2.451, -6.614, -2.007], [0.912, -5.249, -3.933], [-1.595, 3.999, 2.979], [-3.093, 4.962, 4.820], [-0.919, 0.697, 0.452], [-1.732, 8.791, 5.799], [-1.968, -6.036, -3.286], [0.676, 2.446, 3.330], [2.117, -6.167, -3.724], [3.270, -0.198, -0.371], [1.775, -8.494, -0.811], [-4.200, 3.171, 1.648], [-2.746, 1.317, -0.426]],
  "mulliken_charge": [-0.525, -0.799, 0.518, 0.433, 0.567, 0.595, -0.953, 0.383, 0.404, 0.267, 0.432, 0.529, -1.010, -0.678, 0.505, -0.916, -0.493, -0.445, 0.438, -0.271, 0.506, -0.411, 0.379, -0.352, 0.459, 0.320, 0.428, -0.016, -0.955, -0.922, 0.365, 0.240, 0.585, -0.297, 0.290, 0.190, -0.541, 0.327, 0.590, 0.571, 0.436, -0.752, 2.109, 0.301, 0.886, 0.323, 0.741, 0.906, -0.425, 0.371, 0.401, -0.098, -0.643, -0.010, -1.061, 0.449, 0.210, -0.715, -0.128, 0.367, 0.527, 0.517, -0.675, 0.544, 0.833, 0.240, -0.673, 0.057, -0.140, -0.428, -0.604, 0.299, -0.323, -0.031, -0.294, -0.888, 0.463, -0.921, 0.353, 0.381, -0.597, -1.030, -0.717, 0.432, 0.420, 0.846],
  "orbital_gap_ev": 7.163,
  "de_lowest_ev": 1.273,
  "total_charge": 3,
  "homo_ev": -14.45
}

---

# 3
{
  "formula": "C33H38InN4S",
  "method": "ωB97M-V/def2-TZVPD",
  "elements": ["C", "C", "H", "C", "C", "H", "H", "C", "C", "C", "H", "H", "C", "C", "C", "H", "In", "H", "C", "H", "H", "C", "N", "C", "C", "H", "C", "H", "H", "C", "H", "H", "H", "H", "S", "C", "H", "H", "H", "H", "N", "N", "C", "C", "H", "N", "H", "C", "H", "H", "C", "H", "C", "C", "H", "C", "C", "H", "H", "H", "H", "H", "H", "H", "C", "C", "C", "H", "C", "H", "C", "C", "H", "H", "H", "C", "C"],
  "xyz": [[-3.214, -4.898, -1.897], [3.719, 1.345, -2.217], [-3.325, 2.264, -1.164], [-2.599, -2.733, -2.840], [0.511, 1.730, 2.705], [1.963, -1.952, 3.878], [-1.606, -5.976, -0.950], [0.077, -1.023, -1.798], [4.039, -1.287, 4.133], [-4.229, -5.967, -1.626], [-2.385, -0.625, -3.272], [4.065, 1.931, 1.578], [-2.116, 1.036, 0.114], [2.632, 1.258, -1.330], [2.963, -1.712, 2.026], [-1.039, 3.384, -0.825], [0.717, -0.334, 0.192], [0.807, -3.524, -0.719], [-3.033, -1.473, -3.512], [6.106, 1.941, 0.153], [1.768, -0.047, -4.469], [1.257, 1.019, -1.737], [4.060, -1.187, 1.376], [-0.952, -1.098, 2.969], [5.134, 1.757, -0.311], [0.527, -5.268, -0.761], [-1.148, 1.894, 0.701], [-3.843, -6.946, -1.932], [-4.054, -1.223, -3.188], [-3.556, -3.713, -2.551], [-2.273, -2.289, 0.609], [-1.133, 4.039, 0.815], [1.115, 0.920, 3.131], [-3.514, 0.525, -1.426], [1.699, -2.408, 1.080], [4.987, 1.561, -1.694], [-4.476, -6.033, -0.559], [-1.634, -0.945, 3.820], [3.527, 1.209, -3.279], [4.031, -1.356, 5.215], [0.894, -0.137, -2.466], [2.798, 1.362, 0.016], [-1.261, -2.970, -2.510], [1.098, -0.551, -3.788], [0.586, 1.877, -1.868], [-0.269, -1.949, -2.740], [-2.041, 1.355, -1.982], [5.189, -0.833, 2.065], [0.071, -1.025, 3.347], [-3.056, -1.587, -4.606], [-0.914, -4.125, -1.802], [-3.772, -1.558, 1.223], [-1.890, -5.076, -1.500], [-1.174, -0.102, 1.894], [0.306, -2.334, -4.785], [5.191, -0.910, 3.435], [-2.926, -1.408, 0.536], [-4.598, -3.541, -2.836], [-3.325, -1.375, -0.483], [-5.148, -5.769, -2.184], [0.377, 3.303, 0.250], [5.867, 1.582, -2.340], [1.194, -4.425, -2.194], [4.050, -1.145, 0.359], [3.997, 1.702, 0.506], [0.392, -1.679, -3.940], [-2.153, -0.185, 0.849], [6.100, -0.658, 3.969], [2.898, -1.647, 3.414], [-1.112, -2.115, 2.596], [-0.717, 3.221, 0.210], [0.483, -4.352, -1.362], [1.175, 2.426, 2.179], [6.032, -0.528, 1.450], [0.057, 2.278, 3.545], [-2.790, 1.306, -1.176], [-0.514, 1.184, 1.778]],
  "mulliken_charge": [0.882, -0.556, 0.422, 1.082, -1.006, 0.426, 0.338, -1.140, -0.788, -1.487, 0.040, 0.291, 0.482, 0.545, 0.428, 0.402, 0.576, -0.351, -1.696, 0.467, 0.489, -0.992, 0.219, -0.780, -0.529, 0.381, 0.333, 0.365, 0.455, -0.775, 0.127, 0.336, 0.155, 0.441, -0.596, -0.889, 0.288, 0.321, 0.251, 0.389, 0.710, 0.347, -0.211, -0.708, 0.221, 1.098, 0.109, -0.541, -0.100, 0.351, 1.171, 0.390, -1.196, 0.623, 0.547, -0.484, -1.362, 0.289, 0.109, 0.378, 0.338, 0.335, 0.294, 0.200, -0.567, -0.648, 0.497, 0.379, -0.485, 0.249, -1.796, -0.830, 0.258, 0.400, 0.316, -1.699, 0.671],
  "orbital_gap_ev": [4.490, 3.167],
  "de_lowest_ev": 0.000,
  "total_charge": -1,
  "homo_ev": [-2.04, -0.71]
}